No. 1
Formula: C11H20Cl2N2O2PSeTl
Source: OMol25
Level of theory: wB97M-V/def2-TZVPD

CARTESIAN COORDINATES (ANGSTROEM)
C (-0.012, 4.469, 3.529)
C (0.294, 3.456, 2.469)
H (0.802, 5.208, 3.568)
H (-0.049, 3.981, 4.515)
H (-0.971, 4.959, 3.300)
O (1.218, 3.263, 1.752)
Cl (-3.627, 0.351, 2.074)
Tl (-1.605, 1.853, 2.098)
P (-0.152, 1.630, -2.118)
C (0.458, 2.374, -3.661)
C (-1.709, 0.822, -2.633)
H (-1.795, 2.808, -0.789)
H (-0.995, 3.882, -1.969)
H (-0.139, 3.412, -0.479)
C (-0.838, 3.074, -1.250)
H (-2.341, 0.657, -1.753)
H (-2.232, 1.456, -3.359)
H (-0.325, 3.002, -4.101)
H (0.751, 1.585, -4.366)
H (-1.481, -0.149, -3.086)
H (1.344, 2.987, -3.442)
C (1.904, 0.171, -1.657)
O (2.672, -0.470, -1.096)
Cl (-0.274, 0.234, 0.405)
C (2.790, -2.994, 1.780)
N (1.608, -3.419, 1.070)
C (1.618, -4.152, -0.093)
C (0.329, -4.262, -0.510)
N (-0.444, -3.572, 0.397)
C (-1.881, -3.432, 0.317)
C (0.328, -3.036, 1.394)
Se (-0.206, -2.008, 2.777)
H (3.317, -2.202, 1.231)
H (3.466, -3.846, 1.911)
H (2.482, -2.612, 2.757)
H (2.528, -4.541, -0.514)
H (-0.096, -4.760, -1.360)
H (-2.165, -3.184, -0.712)
H (-2.375, -4.366, 0.612)
H (-2.192, -2.629, 0.990)

For the HOMO energy (alpha / beta), the calculation gives -14.73 / -14.73 eV. The calculation puts the largest force on an atom at 3.7 eV/A. As for the lowest unoccupied orbital energy (alpha / beta): -0.30209 / -0.28813 Ha. Its net charge is +2. As for the calculated total energy: -4526.1692 Ha. As for the spin multiplicity: 1.

***

No. 2
Formula: C11H20Cl2O3Os
Source: OMol25
Level of theory: wB97M-V/def2-TZVPD

CARTESIAN COORDINATES (ANGSTROEM)
C (-0.405, 0.946, -1.344)
C (-1.337, -0.030, -0.846)
C (-0.584, -1.171, -0.434)
C (-2.828, 0.125, -0.961)
C (0.807, -0.917, -0.711)
C (0.904, 0.278, -1.562)
C (2.010, 0.665, -2.284)
C (-0.764, 2.245, -2.016)
C (-1.172, -2.476, 0.023)
C (1.914, -1.892, -0.510)
Os (0.265, 0.722, 0.693)
Cl (-2.572, -0.159, 2.410)
Cl (-1.015, 2.441, 1.491)
O (2.252, 0.618, 1.143)
H (-3.110, 1.150, -0.666)
H (-3.279, -0.554, -0.225)
H (-3.159, -0.081, -2.003)
H (-2.019, -2.262, 0.699)
H (-0.397, -3.015, 0.585)
H (-1.485, -3.084, -0.855)
H (1.811, -2.416, 0.465)
H (2.866, -1.333, -0.536)
H (1.902, -2.631, -1.333)
H (2.876, 0.037, -2.276)
H (1.935, 2.379, 0.536)
H (1.946, 1.635, -2.798)
H (-1.673, 2.685, -1.552)
H (-0.927, 2.033, -3.095)
H (0.082, 2.944, -1.894)
H (2.074, 0.028, 1.927)
O (1.070, 2.488, 0.045)
H (0.714, 3.266, 0.534)
C (0.277, -0.944, 3.519)
O (0.454, -0.924, 2.130)
H (1.178, -1.268, 4.082)
H (-0.585, -1.579, 3.752)
H (-0.023, 0.048, 3.866)

For the HOMO energy (alpha / beta), the calculation gives 1.89 / 0.04 eV. The calculation puts the largest force on an atom at 7.1 eV/A. As for the lowest unoccupied orbital energy (alpha / beta): 0.18083 / 0.17838 Ha. Its net charge is -2. As for the calculated total energy: -1667.7342 Ha. As for the spin multiplicity: 5.

***

No. 3
Formula: C11H20Cl2ORh
Source: OMol25
Level of theory: wB97M-V/def2-TZVPD

CARTESIAN COORDINATES (ANGSTROEM)
Rh (-0.369, 0.966, -0.253)
Cl (-0.823, 2.949, -1.074)
Cl (0.512, 0.870, 1.833)
C (1.375, -0.837, -1.106)
H (2.171, -0.099, -1.340)
H (1.469, -1.365, -0.155)
C (-0.816, -0.468, -1.684)
C (0.568, -1.365, -2.146)
H (-1.417, -1.213, -1.154)
C (1.063, -0.935, -3.536)
H (0.293, -2.429, -2.027)
C (0.832, 0.572, -3.679)
H (2.146, -1.160, -3.649)
H (0.517, -1.490, -4.314)
C (-0.665, 0.871, -3.882)
H (1.174, 1.100, -2.773)
H (1.408, 0.954, -4.538)
C (-1.551, 0.095, -2.885)
H (-0.835, 1.957, -3.804)
H (-0.939, 0.587, -4.917)
H (-2.336, 0.771, -2.544)
H (-2.036, -0.727, -3.426)
C (-1.630, -1.948, 3.199)
C (-0.368, -2.829, 3.137)
C (0.310, -2.374, 1.842)
O (-0.678, -1.823, 0.966)
C (-1.835, -1.478, 1.745)
H (-2.500, -2.492, 3.567)
H (-1.450, -1.071, 3.826)
H (-0.650, -3.884, 3.049)
H (0.286, -2.698, 4.000)
H (1.025, -1.565, 2.072)
H (0.839, -3.178, 1.313)
H (-2.711, -1.966, 1.288)
H (-1.966, -0.389, 1.688)

For the HOMO energy (alpha / beta), the calculation gives -2.13 / -4.59 eV. The calculation puts the largest force on an atom at 3.7 eV/A. As for the lowest unoccupied orbital energy (alpha / beta): 0.12101 / 0.11899 Ha. Its net charge is -1. As for the calculated total energy: -1537.2324 Ha. As for the spin multiplicity: 5.

***

No. 4
Formula: C11H20F2N2
Source: OMol25
Level of theory: wB97M-V/def2-TZVPD

CARTESIAN COORDINATES (ANGSTROEM)
C (-3.372, 1.285, -1.701)
C (-0.438, -2.584, -1.307)
C (-1.397, -0.364, 0.970)
C (3.233, -1.464, 1.270)
C (0.332, 2.889, -1.399)
C (0.668, -2.399, -0.303)
C (0.146, 1.556, 0.690)
C (-1.628, 2.962, -0.172)
C (-0.246, 0.092, 0.101)
C (1.018, -0.905, 0.057)
C (1.805, -0.826, 1.391)
N (-3.089, 0.175, -1.689)
N (-0.352, 2.539, -0.306)
F (-2.158, 3.064, 1.057)
F (1.168, -1.414, 2.433)
H (-0.032, -2.991, -2.289)
H (-1.155, -3.289, -1.007)
H (-1.009, -1.694, -1.444)
H (-1.831, -1.375, 0.588)
H (-2.219, 0.366, 0.805)
H (-1.109, -0.459, 2.084)
H (2.966, -2.485, 1.413)
H (3.599, -1.168, 0.385)
H (3.595, -1.073, 2.221)
H (1.198, 2.232, -1.548)
H (-3.817, 2.316, -1.708)
H (0.151, 3.562, -2.219)
H (0.527, -2.966, 0.663)
H (1.522, -2.893, -0.787)
H (1.179, 1.691, 0.876)
H (-0.362, 1.778, 1.645)
H (-1.842, 3.767, -0.935)
H (-0.442, 0.312, -0.904)
H (1.582, -0.452, -0.688)
H (1.809, 0.217, 1.753)

For the HOMO energy (alpha / beta), the calculation gives -7.00 / -6.92 eV. The calculation puts the largest force on an atom at 6.1 eV/A. As for the lowest unoccupied orbital energy (alpha / beta): 0.02708 / 0.02843 Ha. Its net charge is 0. As for the calculated total energy: -740.1760 Ha. As for the spin multiplicity: 1.

***

No. 5
Formula: C11H20FN5O10
Source: OMol25
Level of theory: wB97M-V/def2-TZVPD

CARTESIAN COORDINATES (ANGSTROEM)
C (-8.093, -1.484, -2.235)
N (-6.913, -0.468, -2.339)
O (-7.138, 0.722, -2.053)
O (-5.853, -0.969, -2.620)
H (-8.485, -1.312, -1.232)
H (-7.616, -2.450, -2.399)
H (-8.853, -1.187, -2.958)
C (-4.451, -5.812, 2.788)
N (-5.599, -5.851, 1.931)
O (-6.577, -5.204, 2.282)
O (-5.640, -6.647, 0.996)
H (-4.094, -6.842, 2.756)
H (-4.831, -5.656, 3.797)
H (-3.770, -5.053, 2.404)
C (3.603, -1.632, 5.629)
N (2.533, -2.620, 5.816)
O (2.499, -3.213, 6.894)
O (1.766, -2.804, 4.865)
H (4.485, -1.982, 6.165)
H (3.236, -0.741, 6.138)
H (3.844, -1.463, 4.579)
C (0.398, 0.127, -0.054)
N (1.180, 1.241, 0.429)
O (2.416, 1.017, 0.452)
O (0.624, 2.307, 0.608)
H (0.305, 0.284, -1.129)
H (-0.503, 0.167, 0.557)
H (0.831, -0.865, 0.075)
C (5.444, 5.192, 3.817)
N (6.406, 5.595, 4.823)
O (7.225, 6.413, 4.523)
O (6.306, 5.091, 5.918)
H (5.922, 5.013, 2.853)
H (4.616, 5.858, 3.573)
H (4.918, 4.318, 4.199)
F (3.871, 2.663, -4.705)
C (2.733, 2.341, -5.380)
C (2.888, 1.098, -6.067)
C (1.816, 0.598, -6.725)
C (0.619, 1.224, -6.665)
C (0.341, 2.332, -5.900)
C (1.446, 2.913, -5.192)
H (3.844, 0.596, -6.106)
H (1.936, -0.274, -7.350)
H (-0.240, 0.853, -7.204)
H (-0.662, 2.733, -5.896)
H (1.268, 3.834, -4.658)

For the HOMO energy, the calculation gives -9.36 eV. The calculation puts the largest force on an atom at 3.4 eV/A. As for the lowest unoccupied orbital energy: -0.00557 Ha. Its net charge is 0. As for the calculated total energy: -1556.6440 Ha. As for the spin multiplicity: 1.

***

No. 6
Formula: C11H20InN3O2S
Source: OMol25
Level of theory: wB97M-V/def2-TZVPD

CARTESIAN COORDINATES (ANGSTROEM)
In (-0.351, 0.387, 0.134)
O (1.747, 0.455, -0.097)
N (2.462, 0.208, 1.019)
C (3.794, 0.061, 0.840)
C (4.620, -0.150, 1.908)
C (4.067, -0.218, 3.185)
C (2.705, -0.079, 3.343)
C (1.884, 0.138, 2.240)
S (0.159, 0.318, 2.483)
H (4.121, 0.132, -0.186)
H (5.681, -0.257, 1.739)
H (4.697, -0.381, 4.049)
H (2.246, -0.133, 4.320)
N (-2.483, 0.609, -0.538)
C (-2.836, 1.525, -1.676)
C (-2.306, 2.935, -1.475)
C (-0.845, 3.088, -1.848)
N (0.042, 2.386, -0.875)
H (-2.845, -0.320, -0.744)
H (-2.993, 0.913, 0.293)
H (-3.919, 1.533, -1.781)
H (-2.420, 1.086, -2.584)
H (-2.471, 3.259, -0.441)
H (-2.892, 3.611, -2.097)
H (-0.566, 4.139, -1.903)
H (-0.663, 2.650, -2.829)
H (0.200, 2.988, -0.066)
H (0.972, 2.245, -1.266)
C (-0.156, -4.005, -0.895)
C (-0.923, -2.796, -0.497)
C (-2.370, -2.910, -0.140)
O (-0.330, -1.708, -0.466)
H (-0.795, -4.866, -1.071)
H (0.537, -4.239, -0.080)
H (0.453, -3.787, -1.772)
H (-2.629, -3.915, 0.183)
H (-2.953, -2.707, -1.046)
H (-2.642, -2.195, 0.637)

For the HOMO energy, the calculation gives -15.04 eV. The calculation puts the largest force on an atom at 0.3 eV/A. As for the lowest unoccupied orbital energy: -0.22562 Ha. Its net charge is +2. As for the calculated total energy: -1333.7044 Ha. As for the spin multiplicity: 1.

***

No. 7
Formula: C11H20NO
Source: OMol25
Level of theory: wB97M-V/def2-TZVPD

CARTESIAN COORDINATES (ANGSTROEM)
C (0.829, 0.511, 0.148)
C (-1.560, -0.102, -0.349)
C (0.326, 1.699, 0.339)
C (1.008, 2.780, 1.051)
C (-2.217, -2.223, 0.526)
C (3.042, 0.303, -0.651)
C (1.376, -1.591, -1.029)
C (2.142, -1.195, 1.277)
C (-3.218, 1.696, -0.543)
C (-2.272, -1.302, -0.707)
C (1.808, -0.482, -0.041)
N (-1.923, 1.110, -0.351)
O (-1.029, 2.058, 0.082)
H (0.358, 3.528, 1.320)
H (1.612, 2.425, 1.944)
H (1.791, 3.236, 0.405)
H (-3.046, -2.796, 0.496)
H (-2.421, -1.690, 1.455)
H (-1.225, -2.576, 0.538)
H (3.805, -0.380, -0.646)
H (2.638, 0.597, -1.683)
H (3.367, 1.145, -0.062)
H (2.241, -1.806, -1.519)
H (0.929, -2.563, -0.580)
H (0.754, -1.227, -1.915)
H (2.965, -2.014, 1.203)
H (2.347, -0.293, 1.984)
H (1.247, -1.804, 1.657)
H (-3.834, 1.117, -1.209)
H (-3.651, 1.948, 0.353)
H (-3.105, 2.692, -0.979)
H (-3.342, -1.019, -1.031)
H (-1.744, -1.782, -1.483)

For the HOMO energy (alpha / beta), the calculation gives -13.01 / -13.01 eV. The calculation puts the largest force on an atom at 4.7 eV/A. As for the lowest unoccupied orbital energy (alpha / beta): -0.16137 / -0.16142 Ha. Its net charge is +1. As for the calculated total energy: -560.6311 Ha. As for the spin multiplicity: 1.

***

No. 8
Formula: C11H20NOS2
Source: OMol25
Level of theory: wB97M-V/def2-TZVPD

CARTESIAN COORDINATES (ANGSTROEM)
C (-1.410, -1.025, 0.699)
C (-2.042, -0.215, -0.374)
C (-1.536, -0.121, -1.627)
N (-2.161, 0.472, -2.683)
C (-1.455, 0.371, -3.960)
C (-2.019, 1.360, -4.969)
O (-3.445, 1.280, -5.023)
C (-4.063, 1.577, -3.771)
C (-3.614, 0.623, -2.666)
H (-1.975, -0.863, 1.622)
H (-1.418, -2.104, 0.484)
H (-0.366, -0.732, 0.879)
H (-2.954, 0.308, -0.095)
H (-0.531, -0.495, -1.851)
H (-0.399, 0.581, -3.763)
H (-1.541, -0.652, -4.374)
H (-1.678, 2.378, -4.704)
H (-1.684, 1.093, -5.982)
H (-3.843, 2.616, -3.462)
H (-5.139, 1.458, -3.966)
H (-4.128, -0.349, -2.828)
H (-3.923, 1.016, -1.693)
C (4.433, -0.259, 5.114)
C (5.060, -0.080, 3.742)
S (3.861, 0.397, 2.448)
C (2.602, -0.697, 2.648)
S (2.053, -1.347, 4.098)
C (3.569, -1.509, 5.105)
H (5.235, -0.400, 5.843)
H (3.856, 0.622, 5.407)
H (5.796, 0.735, 3.734)
H (5.538, -1.006, 3.402)
H (2.003, -0.913, 1.757)
H (4.120, -2.367, 4.703)
H (3.196, -1.753, 6.108)

For the HOMO energy, the calculation gives -9.34 eV. The calculation puts the largest force on an atom at 1.5 eV/A. As for the lowest unoccupied orbital energy: -0.22416 Ha. Its net charge is +1. As for the calculated total energy: -1357.1696 Ha. As for the spin multiplicity: 1.

***

Look up the calculated total energy of the third one.
-1537.2324 Ha